(1)
The following is a DFT calculation (wB97M-V/def2-TZVPD) of C3H6N2O3 in the gas phase in a non-equilibrium geometry.

Output
Orbital gap: 7.84 eV
Max |F|: 0.054 hartree/bohr
Structure (SMILES): CON(O)C(N)=C=O
Energy relative to the best compared isomer or geometry (same formula, charge and spin): 683.6 kJ/mol
2S+1: 1
Highest occupied orbital energy: -7.176 eV
Molecular weight: 118.1 g/mol

Atoms and positions in Å:
1 H -1.745 -2.569 -0.016
2 H -1.141 1.817 1.459
3 H 2.047 2.252 -0.230
4 C 0.437 -1.384 -0.624
5 C -0.596 -0.891 0.033
6 N -1.615 -1.704 0.497
7 O -1.393 0.886 1.332
8 H 0.922 1.439 -1.349
9 H -2.476 -1.168 0.576
10 N -0.496 0.475 0.351
11 H 2.393 0.604 -0.751
12 O 1.159 -1.828 -1.444
13 C 1.586 1.296 -0.490
14 O 0.917 0.774 0.657


(2)
The following is a DFT calculation (wB97M-V/def2-TZVPD) of C5H15N3 in the gas phase in a non-equilibrium geometry.

Output
Orbital gap: 9.15 eV
Max |F|: 0.141 hartree/bohr
Structure (SMILES): C[C@H](N)CNCCN
Energy relative to the best compared isomer or geometry (same formula, charge and spin): 316.7 kJ/mol
2S+1: 1
Highest occupied orbital energy: -8.164 eV
Molecular weight: 117.2 g/mol

Atoms and positions in Å:
1 H -1.783 0.861 3.633
2 C 0.594 0.281 -0.005
3 H -1.604 0.774 0.705
4 C 0.824 0.306 -2.850
5 H 1.477 1.632 -1.440
6 H -3.142 0.359 2.822
7 H 0.332 1.238 0.451
8 H -0.558 -1.651 -0.442
9 N 2.704 -0.016 -1.351
10 H -0.079 0.941 -3.002
11 H 1.744 0.435 -3.527
12 H 2.535 -0.991 -1.068
13 H 3.228 0.338 -2.033
14 N -0.528 -0.627 -0.186
15 H -0.293 -0.080 2.482
16 N -2.259 0.046 3.227
17 H 1.337 -0.284 0.544
18 C -1.269 -0.643 2.362
19 H -1.016 -1.726 2.624
20 C -1.581 -0.299 0.799
21 H -2.564 -0.770 0.577
22 C 1.304 0.598 -1.423
23 H 0.594 -0.720 -2.900


(3)
The following is a DFT calculation (wB97M-V/def2-TZVPD) of a molecular structure, C50H53BrF3GeNOSbSi2TaTe in a non-equilibrium geometry.

Output
Orbital gap: 7.42 eV
Max |F|: 0.044 hartree/bohr
Energy relative to the best compared isomer or geometry (same formula, charge and spin): 32.1 kJ/mol
2S+1: 1
Highest occupied orbital energy: -13.389 eV
Charge: +2
Molecular weight: 1380.0 g/mol

Atoms and positions in Å:
1 H 3.299 -0.549 0.966
2 C -1.529 0.098 -5.995
3 C -2.333 2.739 1.691
4 Ge -2.574 0.950 1.064
5 H 1.433 -6.028 3.193
6 H 1.162 -4.742 4.342
7 C 0.623 3.092 -1.226
8 H 1.714 3.434 3.033
9 C 0.176 0.241 -3.842
10 H 4.778 -4.244 4.085
11 H 0.402 -4.695 2.816
12 C -3.366 -2.468 3.427
13 H 6.047 -2.106 -2.325
14 C 1.310 -4.949 3.303
15 Si 2.865 1.357 2.642
16 C 0.850 4.440 -1.052
17 C -2.727 -0.747 4.952
18 F -2.432 -0.004 -6.940
19 H 3.536 -1.689 2.548
20 H -7.056 1.571 -2.431
21 C 4.358 1.182 3.732
22 Sb 1.409 0.250 -2.206
23 H 3.534 2.343 -2.803
24 H 0.804 -1.738 -4.524
25 C 3.003 0.518 0.931
26 C -2.939 -0.261 2.560
27 H -3.610 -5.052 -0.735
28 H 3.058 -2.261 4.132
29 H -3.115 -2.780 5.531
30 C -0.647 1.314 -4.155
31 N -1.602 -2.309 -0.866
32 C 2.624 -4.213 0.713
33 H 4.435 2.015 4.423
34 H 3.638 1.067 0.200
35 H 4.419 0.230 4.291
36 H 0.053 5.046 -0.640
37 C -3.391 4.711 2.566
38 C -1.022 4.699 2.250
39 H -2.852 2.176 -1.830
40 H 4.466 -5.768 3.265
41 H -4.311 5.237 2.867
42 Si 2.837 -4.081 2.567
43 C -3.906 -3.336 -2.119
44 H 5.262 1.224 3.125
45 H 3.321 -3.553 0.158
46 H 3.901 -1.309 -1.230
47 C -0.801 0.218 0.419
48 C 3.535 -0.016 -4.361
49 C 2.029 4.999 -1.459
50 H -0.656 2.191 -3.508
51 H 1.585 -3.966 0.412
52 H 2.868 0.624 -4.953
53 O -4.905 -3.969 -2.734
54 H -2.479 -0.340 5.946
55 C 2.743 -2.254 3.070
56 C 4.122 -1.122 -2.299
57 H 1.980 3.256 1.303
58 H -0.664 -1.768 -6.450
59 H -1.957 -0.635 -2.034
60 H -5.267 -3.473 -3.469
61 Br -1.176 -4.566 0.676
62 H 2.819 -5.215 0.358
63 H 5.325 -4.489 2.434
64 C -6.184 0.414 -0.850
65 C 2.429 3.128 2.263
66 H -0.318 2.670 -0.877
67 H -7.138 0.020 -0.567
68 C -6.140 1.261 -1.939
69 C -2.171 5.354 2.684
70 C 3.214 -0.371 -3.043
71 C 3.000 4.271 -2.143
72 C -0.640 -0.953 -5.782
73 H -2.493 1.239 4.115
74 C -3.472 3.439 2.083
75 H 1.947 0.694 0.591
76 H 4.909 -0.331 -6.018
77 C 4.516 -4.691 3.155
78 H -3.608 -1.924 1.351
79 C -3.861 0.898 -0.361
80 C -5.056 0.233 -0.069
81 C 1.342 0.633 3.452
82 C 5.551 -1.301 -4.227
83 C 2.787 2.932 -2.318
84 C 1.614 2.338 -1.850
85 H -2.181 6.371 3.128
86 C -2.332 -1.593 -1.751
87 H -5.136 -0.395 0.809
88 C -4.898 1.850 -2.283
89 H 3.263 3.811 2.277
90 C -1.494 1.251 -5.228
91 Ta 0.254 -1.102 -0.016
92 C 5.319 -1.544 -2.867
93 F 6.634 -1.855 -4.778
94 H -3.912 -1.499 -3.252
95 H 0.462 1.148 3.117
96 C -3.335 -1.588 2.354
97 C -1.123 3.432 1.720
98 C -3.319 -4.016 -1.044
99 C -2.660 0.179 3.884
100 C -3.782 1.659 -1.539
101 C 0.160 -0.889 -4.666
102 H -4.889 2.423 -3.190
103 H -4.477 3.038 1.994
104 H 3.900 4.715 -2.532
105 H -0.241 2.906 1.411
106 H 1.318 0.614 4.567
107 F 2.235 6.318 -1.279
108 C -3.033 -2.063 4.715
109 C -2.137 -3.514 -0.561
110 H -0.040 5.167 2.296
111 H -3.796 -3.437 3.229
112 Te 0.913 -1.380 2.862
113 C 4.684 -0.509 -4.972
114 H -2.165 2.088 -5.418
115 C -3.425 -2.065 -2.444


(4)
The following is a DFT calculation (wB97M-V/def2-TZVPD) of a molecular structure, C5H7N.

Output
Orbital gap: 9.60 eV
Max |F|: 0.013 hartree/bohr
Energy relative to the best compared isomer or geometry (same formula, charge and spin): 596.7 kJ/mol
2S+1: 1
Highest occupied orbital energy: -8.473 eV
Molecular weight: 81.1 g/mol

Atoms and positions in Å:
1 H -0.510 0.944 -1.831
2 C -0.943 -0.461 -0.076
3 H -2.174 1.139 0.293
4 C 1.398 -0.203 0.745
5 C -0.193 0.671 -0.825
6 H 2.405 -0.568 0.931
7 H -1.704 -1.010 -0.629
8 N 1.117 -0.037 -0.691
9 C 0.443 -1.114 0.098
10 C -1.270 0.694 0.756
11 H -0.249 1.573 -0.120
12 H 0.659 -2.163 -0.099
13 H 1.021 0.536 1.448


(5)
The following is a DFT calculation (wB97M-V/def2-TZVPD) of 2 unconnected molecules or ions with the total composition C6H16 in a non-equilibrium geometry.

Output
Orbital gap: 11.76 eV
Max |F|: 0.083 hartree/bohr
Structure (SMILES): CC(C)C.CC
Energy relative to the best compared isomer or geometry (same formula, charge and spin): 183.1 kJ/mol
2S+1: 1
Highest occupied orbital energy: -10.665 eV
Molecular weight: 88.2 g/mol

Atoms and positions in Å:
1 C -1.160 0.038 -2.571
2 H 0.125 1.469 -3.416
3 H 1.158 1.305 0.777
4 C -0.688 1.458 -2.631
5 H -1.399 2.020 -3.149
6 H -1.409 -0.244 0.798
7 C 0.719 -0.708 1.480
8 C 0.651 -0.455 2.950
9 H 1.354 -1.059 3.492
10 H -0.633 1.975 -1.669
11 H -0.316 -0.951 3.296
12 H -1.938 -0.066 -1.746
13 H 1.880 -0.132 -0.137
14 H -0.443 -0.841 -0.328
15 H 1.192 -1.763 1.405
16 H 2.587 0.734 1.294
17 H 0.452 0.591 3.188
18 H -0.324 -0.592 -2.281
19 C -0.602 -0.991 0.750
20 H -1.162 -1.884 1.115
21 C 1.664 0.334 0.772
22 H -1.709 -0.239 -3.386


(6)
The following is a DFT calculation (wB97M-V/def2-TZVPD) of C2H4N4 in the gas phase.

Output
Orbital gap: 7.83 eV
Max |F|: 0.010 hartree/bohr
Energy relative to the best compared isomer or geometry (same formula, charge and spin): 431.3 kJ/mol
2S+1: 1
Highest occupied orbital energy: -7.639 eV
Molecular weight: 84.1 g/mol

Atoms and positions in Å:
1 H -2.082 -0.198 1.206
2 C 1.752 0.218 0.224
3 N 1.508 -0.534 -0.850
4 H -2.149 0.983 -0.152
5 H -0.521 -1.071 -1.367
6 H 2.752 0.490 0.534
7 N 0.206 -0.601 -0.817
8 N -0.334 0.082 0.168
9 C -1.772 0.015 0.185
10 N 0.639 0.615 0.869


(7)
The following is a DFT calculation (wB97M-V/def2-TZVPD) of C2H2N2O4 in the gas phase in a non-equilibrium geometry.

Output
Orbital gap: 8.94 eV
Max |F|: 0.142 hartree/bohr
Structure (SMILES): O=c1o[nH]n(O)c1=O
Energy relative to the best compared isomer or geometry (same formula, charge and spin): 558.4 kJ/mol
2S+1: 1
Highest occupied orbital energy: -10.255 eV
Molecular weight: 118.0 g/mol

Atoms and positions in Å:
1 C 1.289 0.686 0.606
2 O -1.281 -0.880 -1.047
3 O 0.113 1.434 1.082
4 O 2.305 0.949 1.038
5 N -0.483 0.068 -0.671
6 O 1.302 -1.509 -0.798
7 H -2.068 1.024 0.305
8 N -1.005 0.488 0.654
9 H -1.036 -1.970 -0.671
10 C 0.864 -0.290 -0.498